Density functional theory data (ωB97M-V with the def2-TZVPD basis set) for C4H4N2O2 in the gas phase at a distorted geometry.

LUMO energy ... -1.04 eV
Total energy ... -414.620668 a.u.
Highest occupied orbital energy ... -8.90 eV
Orbital gap ... 0.2889 hartree
Relative energy (zero: lowest compared OMol25 entry of this formula, charge and spin) ... 6.137 eV

```
12
C4H4N2O2 (ωB97M-V with the def2-TZVPD basis set)
C 2.452 -0.980 0.250
H 0.871 2.627 -0.570
C -0.145 -1.007 -0.201
C 1.206 -1.132 0.043
H -2.134 -0.979 -0.072
O -0.776 -2.059 -0.447
N -2.053 0.003 0.408
H 3.559 -0.625 0.601
H -2.829 0.680 0.341
N -0.392 1.493 -0.134
O 1.023 1.713 -0.259
C -0.781 0.267 0.040
```

These are the natural (NBO) partial charges, in e, on atoms 1 to 6: -0.10, 0.48, 0.40, -0.12, 0.42, -0.50